# C3HBrN2O

C3HBrN2O in the gas phase (ωB97M-V/def2-TZVPD, OMol25).

Last column: Löwdin charge in e.
Positions of all 8 atoms, in Å:
C 0.34357 0.12725 -0.18099  -0.323
C 1.35727 0.92449 -0.69278  -0.486
C 2.40732 -2.57174 -0.04000  -0.278
N 0.56837 -1.16276 -0.14565  0.016
N 1.80662 -1.55909 -0.01430  0.016
O 3.32851 -3.30084 0.00350  0.153
Br 2.99382 1.22073 0.05726  0.764
H -0.76687 0.40294 -0.02659  0.139

Cartesian forces (eV/Å) of the 2 atoms listed first:
C -1.276 -0.848 0.537
C 0.011 1.637 -0.286

Energy above the lowest of the compared OMol25 structures with the same formula, charge and spin = 289.04 kJ/mol
HOMO-LUMO gap (alpha / beta) = 7.38 / 7.21 eV
HOMO energy (alpha / beta) = -8.69 / -8.82 eV
Total charge = 0

***

# C3H10NPSi

2 unconnected molecules or ions with the total composition C3H10NPSi (ωB97M-V/def2-TZVPD, OMol25).

Last column: Löwdin charge in e.
Positions of all 16 atoms, in Å:
C -0.30807 -2.07685 0.11514  -0.212
C -1.18781 0.82511 -0.57501  -0.269
C 1.90082 0.11754 -0.43172  -0.231
N 0.71163 3.18411 2.47523  -0.457
Si 0.14944 -0.20332 0.24058  0.629
P 0.37198 1.84126 3.23213  0.580
H 0.40151 -2.56793 0.68973  -0.012
H -1.24295 -2.28439 0.51861  -0.003
H -0.18469 -2.36709 -0.87640  0.003
H -0.73709 1.72757 -0.96270  0.006
H -1.47867 0.30844 -1.47268  0.010
H -2.01569 1.19786 0.13702  0.052
H 2.03831 0.73224 -1.29366  0.014
H 2.53214 0.40011 0.34741  -0.019
H 2.18536 -0.85401 -0.86225  0.024
H 0.22892 3.93623 2.88128  -0.116

Cartesian forces (eV/Å) of the 2 atoms listed first:
C 0.929 2.865 0.489
C -0.356 1.081 1.298

Energy above the lowest of the compared OMol25 structures with the same formula, charge and spin = 265.61 kJ/mol
HOMO-LUMO gap (alpha / beta) = 6.91 / 6.52 eV
HOMO energy (alpha / beta) = -7.46 / -6.83 eV
Total charge = 0

***

# C2H7NS

3 unconnected molecules or ions with the total composition C2H7NS (ωB97M-V/def2-TZVPD, OMol25).

Last column: Löwdin charge in e.
Positions of all 11 atoms, in Å:
S 0.76123 2.34037 1.29864  0.352
H 1.48953 1.33993 1.88025  -0.247
C 0.12479 -0.51055 -0.19171  -0.379
C -0.68131 -1.66849 -0.16304  0.010
N -0.01914 0.53647 -1.16473  -0.022
H 1.09478 -0.47512 0.28120  0.072
H -0.36838 -2.60731 0.32883  0.049
H -1.61794 -1.61896 -0.75214  0.051
H 0.25076 1.41576 -0.73655  -0.058
H -0.72717 0.43805 -1.87884  0.081
H -0.30715 0.80984 1.09808  0.091

Cartesian forces (eV/Å) of the 2 atoms listed first:
S -1.834 -3.623 0.435
H 0.067 0.820 -0.170

Energy above the lowest of the compared OMol25 structures with the same formula, charge and spin = 290.40 kJ/mol
HOMO-LUMO gap = 8.11 eV
HOMO energy = -8.63 eV
Total charge = 0

***

# C22H58CrN5O7

A molecular structure, C22H58CrN5O7 (ωB97M-V/def2-TZVPD, OMol25).

Last column: Mulliken spin population.
Positions of all 93 atoms, in Å:
Cr 2.08137 -15.58905 6.87985  4.130
C 4.45802 -18.28628 5.02348  -0.002
C 3.83899 -17.23246 5.84750  0.001
O 3.82468 -16.03325 5.61449  0.021
O 3.00374 -17.52685 6.69397  -0.120
H 4.56778 -18.00959 3.97491  0.001
H 3.94045 -19.24088 5.11814  -0.002
H 5.49642 -18.57301 5.18967  0.000
C 1.60474 -22.46142 6.07223  0.000
C 2.40039 -23.04004 7.22466  0.000
C 3.85435 -22.41471 7.54853  0.000
O 4.66284 -22.37611 6.41836  0.000
C 5.69852 -21.42410 6.45297  0.000
N 1.48981 -23.08154 8.35879  0.000
H 0.74108 -23.00645 5.69128  0.000
H 2.28658 -22.52570 5.22426  0.000
H 1.34620 -21.41182 6.21221  0.000
H 2.68273 -24.04810 6.92103  0.000
H 4.38417 -23.05834 8.25076  0.000
H 3.86701 -21.42675 8.00885  0.000
H 6.33445 -21.52834 7.33208  0.000
H 5.21811 -20.45581 6.59338  0.000
H 6.28285 -21.32925 5.53774  0.000
H 1.93910 -23.26859 9.24381  0.000
H 1.16405 -22.13761 8.51043  0.000
C 8.20703 -16.85015 3.34699  0.000
C 7.85748 -15.87382 2.16838  0.000
C 6.74293 -16.44462 1.23831  0.000
O 7.35461 -17.35472 0.36161  0.000
C 6.49664 -18.23645 -0.34805  0.000
N 7.66209 -14.50997 2.62362  0.000
H 7.41584 -16.91105 4.09426  0.000
H 9.13365 -16.77337 3.91585  0.000
H 8.34618 -17.85004 2.93592  0.000
H 8.75552 -15.87319 1.55062  0.000
H 6.06275 -15.74051 0.75904  0.000
H 6.16444 -17.10129 1.88810  0.000
H 5.97733 -18.93410 0.30900  0.000
H 6.90126 -18.85227 -1.15127  0.000
H 5.67754 -17.85803 -0.95959  0.000
H 6.78843 -14.29989 3.08480  0.000
H 7.79036 -13.84230 1.87673  0.000
C 3.35580 -19.52949 11.93721  0.000
C 2.76809 -19.82784 10.49314  0.000
C 1.29349 -19.63236 10.33433  0.000
O 0.88035 -20.12650 9.00888  0.006
C -0.43347 -19.68862 8.80138  -0.002
N 3.49296 -19.11700 9.42701  -0.002
H 2.90123 -18.64167 12.37680  0.000
H 4.42805 -19.34019 11.98786  0.000
H 3.12845 -20.34335 12.62572  0.000
H 2.92497 -20.86558 10.19891  0.000
H 1.06561 -18.58815 10.54835  -0.001
H 0.89452 -20.27543 11.11878  0.000
H -0.57504 -18.63375 8.56619  0.002
H -0.97010 -20.08414 9.66375  0.000
H -0.83595 -20.30200 7.99523  0.000
H 3.11158 -19.18129 8.49400  0.002
H 4.29929 -19.69163 9.22766  0.000
C 3.47912 -16.01891 11.04062  -0.003
C 3.29380 -15.13476 9.82131  0.004
C 4.61089 -14.84051 9.07230  0.025
O 4.32372 -14.21578 7.81207  0.007
C 5.31743 -13.63636 6.91225  0.005
N 2.44988 -15.98291 9.02068  -0.071
H 4.02868 -16.94096 10.85112  0.000
H 2.56256 -16.37192 11.51326  -0.001
H 4.08850 -15.53105 11.80138  -0.001
H 2.70955 -14.23824 10.02868  -0.019
H 5.17636 -15.76842 8.98673  -0.006
H 5.16956 -14.14932 9.70337  0.001
H 6.02226 -13.10758 7.55390  0.001
H 4.82415 -12.99415 6.18264  0.000
H 5.88430 -14.37949 6.35143  -0.001
H 2.86914 -16.89786 9.10549  -0.011
H 1.62481 -16.01252 9.60248  0.031
C 1.54980 -15.81484 1.64251  -0.006
C 1.24629 -17.14828 1.03439  0.001
C 2.13129 -18.25600 1.70687  0.000
O 1.83356 -19.54720 1.19792  0.000
C 2.66474 -20.54696 1.82809  0.000
N -0.13988 -17.40395 1.30854  0.000
H 0.86070 -15.05300 1.27806  0.000
H 2.52766 -15.37481 1.44692  0.000
H 1.34947 -15.79589 2.71378  0.007
H 1.42285 -17.13103 -0.04107  0.000
H 1.77893 -18.20999 2.73732  0.000
H 3.15244 -17.87485 1.69906  0.000
H 3.35015 -20.74294 1.00354  0.000
H 2.13432 -21.48955 1.96331  0.000
H 3.16152 -20.35470 2.77907  0.000
H -0.86993 -16.94466 0.78299  0.000
H -0.35825 -18.38930 1.34715  0.000

Cartesian forces (eV/Å) of the 2 atoms listed first:
Cr 3.289 -1.970 0.672
C 1.472 -1.107 -0.901

HOMO-LUMO gap (alpha / beta) = 6.15 / 6.44 eV
HOMO energy (alpha / beta) = -10.91 / -10.91 eV
Expectation value of S² = 6.031
Total charge = +1
Multiplicity = 5

***

# C5H10BNO3

C5H10BNO3 in the gas phase (ωB97M-V/def2-TZVPD, OMol25).

Last column: Löwdin charge in e.
Positions of all 20 atoms, in Å:
B -0.91151 -1.32928 1.24194  -0.645
C -0.72296 -0.20312 -1.09991  0.028
C 0.49642 0.16507 -1.49646  -0.401
C -0.69795 0.02315 0.43879  -0.174
C 1.07496 0.25907 -2.87917  -0.017
C 0.66820 1.65025 1.46976  -0.139
N 0.62417 0.56002 0.73570  -0.138
O 1.26464 0.73450 -0.57930  0.020
O -0.47211 -2.51135 0.67078  0.183
O -1.58544 -1.27204 2.38164  0.220
H -1.57497 -0.81766 -1.55218  0.147
H -1.43147 0.77301 0.71567  0.120
H 1.94152 0.98618 -2.90308  0.095
H 0.24082 0.58726 -3.68176  0.134
H 1.46125 -0.72124 -3.08068  0.062
H 0.42334 1.56269 2.56526  0.115
H 1.55375 2.26446 1.29996  0.103
H -0.26566 2.30316 1.28497  0.105
H -0.46995 -3.19008 1.30869  0.073
H -1.61704 -1.82407 3.15938  0.113

Cartesian forces (eV/Å) of the 2 atoms listed first:
B 0.636 -0.622 -1.619
C -0.409 -1.086 1.324

Energy above the lowest of the compared OMol25 structures with the same formula, charge and spin = 282.90 kJ/mol
HOMO-LUMO gap = 7.75 eV
HOMO energy = -7.45 eV
Total charge = 0
Structure (SMILES) = CC1=C[C@@H](B(O)O)N(C)O1

***

# C7H14N2O2

2 unconnected molecules or ions with the total composition C7H14N2O2 (ωB97M-V/def2-TZVPD, OMol25).

Last column: Löwdin charge in e.
Positions of all 25 atoms, in Å:
C -1.61957 1.32918 -0.52957  -0.283
C -2.20610 0.55542 -2.68474  -0.521
C 1.97032 -0.32758 1.98050  -0.064
C 1.90874 -1.66713 -0.13867  -0.042
C -0.75840 -1.43529 0.83156  -0.021
C 1.51421 -0.33610 0.52468  -0.397
C 0.04390 -0.17488 0.53259  -0.262
N -1.61283 2.74887 -0.75462  -0.001
N -0.35201 0.93080 -0.13334  0.086
O -1.69731 -0.48059 -2.86275  0.133
O -2.75637 1.55014 -2.95015  0.121
H -2.52617 0.94946 0.02708  0.136
H 1.17601 -0.94307 2.48395  0.092
H 1.91680 0.58231 2.45672  0.042
H 3.03575 -0.69798 2.18722  0.109
H 2.88903 -1.80071 0.25123  0.061
H 2.00203 -1.40514 -1.19933  0.094
H 1.32979 -2.55098 0.03550  0.061
H -1.39001 -1.21687 1.70496  0.084
H -1.30451 -1.52756 -0.17381  0.114
H -0.04466 -2.29210 1.09236  0.090
H 1.95873 0.53009 0.20142  0.103
H -1.17397 3.12295 -1.58219  0.069
H -2.58490 2.96297 -0.79138  0.055
H 0.28150 1.59379 -0.50923  0.143

Cartesian forces (eV/Å) of the 2 atoms listed first:
C 0.168 -0.495 0.003
C 0.603 0.360 -0.221

Energy above the lowest of the compared OMol25 structures with the same formula, charge and spin = 248.76 kJ/mol
HOMO-LUMO gap (alpha / beta) = 6.96 / 7.07 eV
HOMO energy (alpha / beta) = -6.30 / -6.36 eV
Total charge = 0

***

| no. | strongest force on any atom (eV/Å) | E_tot (eV) |
| --- | --- | --- |
| 1 | 4.1 | -78191.5398 |
| 2 | 3.1 | -21926.5316 |
| 3 | 4.1 | -14509.6511 |
| 4 | 5.7 | -73947.7061 |
| 5 | 7.1 | -13655.1621 |
| 6 | 4.5 | -14558.2015 |